1.
The following is a DFT calculation (ωB97M-V with the def2-TZVPD basis set) of C10H40AsF6N20O10 as an isolated structure.

Values from the calculation:
charge = -1
electronic energy = -5088.1739 Ha

Positions of all 87 atoms, in Å:
C: 1.066 -2.737 -3.176
H: -1.673 -1.626 -0.774
C: -6.096 0.948 0.756
N: -2.293 5.281 1.740
C: 1.396 -0.587 4.578
F: 0.964 0.199 1.339
H: 1.760 -1.247 -1.957
H: -7.229 -0.473 -0.195
O: -3.993 -3.377 -1.852
H: 4.985 1.297 -2.464
H: 2.865 1.470 3.724
N: -2.649 -1.749 -1.029
N: -6.543 -0.298 0.516
C: 4.373 -1.467 -0.248
N: -3.597 -3.854 2.112
N: 4.477 0.652 -3.038
N: 1.294 2.777 -5.186
H: 2.898 -0.633 0.797
H: 0.578 4.704 3.464
H: 0.820 0.939 -3.424
H: 1.384 -2.722 -1.193
O: 3.998 -2.624 -0.070
H: -0.609 -0.139 4.286
N: -2.139 -2.161 2.671
F: -1.411 0.549 1.228
H: -1.015 -3.384 -0.789
F: 0.202 2.289 0.368
F: -0.249 -1.132 -0.232
N: 5.490 -1.150 -0.926
H: -2.078 -4.781 -0.995
O: 0.984 -2.153 -4.253
O: -2.806 3.636 0.217
O: -4.330 -1.758 2.206
C: -3.364 -2.533 2.306
F: -1.211 1.028 -1.267
C: 1.118 1.478 -5.463
O: 2.438 -0.991 4.094
H: 6.069 -1.941 -1.155
H: 1.211 3.346 -6.014
H: 0.600 3.479 2.240
C: -2.996 -3.011 -1.224
H: -4.455 -4.012 1.610
H: 0.371 -4.602 -3.809
H: -1.992 2.224 2.250
H: -2.283 3.685 3.252
H: 1.841 1.736 2.352
N: 1.583 -2.235 -2.047
N: 0.874 0.690 -4.397
N: -4.990 0.958 1.516
O: 2.554 3.711 4.727
O: -6.612 1.948 0.227
N: 1.121 -0.434 5.905
H: -1.380 -2.780 2.447
N: -1.923 -3.795 -0.863
H: 4.237 0.451 0.318
N: -2.255 3.180 2.387
H: -1.733 5.497 2.543
N: 4.051 -0.359 -5.000
H: -4.391 0.146 1.513
N: 0.269 -0.371 3.862
H: -2.847 -4.521 2.146
O: 5.536 1.378 -4.908
N: 0.753 -4.052 -3.061
N: 2.324 2.102 3.156
N: 1.053 3.946 3.007
C: 4.779 0.586 -4.369
H: 3.797 0.001 -2.695
C: 2.014 3.290 3.712
H: 0.815 3.012 -4.330
H: 1.696 -0.831 6.624
H: 0.655 -4.464 -2.150
As: -0.105 0.622 0.001
H: -4.653 1.902 1.631
H: -6.048 -1.049 0.973
H: 0.298 -0.441 2.856
O: 1.107 1.025 -6.621
H: 0.378 0.211 6.102
H: -3.204 -0.916 -1.115
H: -2.671 6.029 1.187
H: 3.420 -0.921 -4.458
H: -2.025 -1.204 2.949
H: 5.917 -0.243 -0.931
N: 3.681 -0.379 0.216
H: 4.205 -0.553 -5.973
F: 1.199 0.608 -1.242
H: 0.829 -0.310 -4.569
C: -2.477 3.992 1.348

Here are the Mulliken charges for atoms 1 to 4, given in e:
1 C 0.596
2 H 0.009
3 C 0.470
4 N -0.432

2.
The following is a DFT calculation (ωB97M-V with the def2-TZVPD basis set) of C31H47BrCoN2Si as an isolated structure.

Values from the calculation:
2S+1 = 2
electronic energy = -5565.2622 Ha

Positions of all 83 atoms, in Å:
C: -0.298 1.788 -2.945
C: 2.621 1.399 -0.483
C: 0.684 -0.326 -4.327
H: 0.685 3.430 3.461
H: 0.301 -2.426 3.081
C: -2.631 -2.191 -1.674
C: 3.987 1.654 -0.747
H: -1.836 1.546 4.045
H: -2.938 2.435 2.980
H: -0.546 -4.581 1.141
H: 3.697 -1.415 2.394
Br: -0.935 3.307 -2.024
H: -3.978 -0.212 -2.746
C: 2.285 3.824 -0.751
H: 1.594 4.663 -0.741
C: -4.432 -1.081 -0.282
C: -1.875 0.971 0.385
H: 0.556 -3.256 0.776
H: 4.690 0.839 -0.765
C: 0.526 2.471 2.960
C: -2.042 -0.443 0.123
H: 0.633 1.684 3.714
H: -4.429 -1.799 0.533
C: -1.063 3.699 1.466
C: 2.298 -2.748 -1.005
H: -2.403 1.758 -0.127
C: 2.795 -1.760 1.877
C: -3.051 -0.911 -0.939
H: -3.297 -2.358 -2.526
H: -3.230 -3.338 0.774
H: 2.634 -3.702 -0.577
N: 2.062 0.134 -0.249
H: 4.011 5.034 -1.210
H: 1.314 2.341 2.214
C: -0.484 -3.560 0.744
H: 1.094 -1.193 -4.829
Co: 0.075 0.300 -0.197
C: 3.629 4.040 -1.011
H: -0.828 -3.740 3.370
H: -0.807 -3.583 -0.296
N: 0.152 0.749 -2.252
H: 1.944 -1.246 2.322
C: -1.318 -2.613 1.605
C: 1.806 2.548 -0.493
H: -1.027 4.581 2.112
H: 0.196 0.768 -6.112
H: 1.215 -2.807 -1.114
H: 5.361 -0.809 0.379
H: 5.528 3.061 -1.192
H: -2.674 -3.082 -1.053
H: -4.772 -0.121 0.120
H: 5.044 -2.474 -0.127
C: 0.658 -0.283 -2.949
H: -2.310 0.330 -2.575
C: -0.748 -2.704 3.031
H: 5.017 -1.175 -1.327
C: -0.864 2.439 2.312
C: -3.236 0.151 -2.030
C: 4.760 -1.427 -0.294
H: -0.286 3.810 0.709
H: 0.754 2.449 -0.264
C: 0.191 0.758 -5.029
H: -0.020 -0.317 2.757
H: -3.378 -2.467 2.305
C: -1.050 1.167 1.503
H: -2.037 3.697 0.966
H: -0.674 2.725 -4.830
Si: 2.924 -1.331 0.062
H: -2.723 -4.108 2.266
H: -1.832 3.321 4.050
C: -2.750 -3.155 1.731
H: -1.610 -2.096 -2.059
C: -0.299 1.844 -4.330
H: -5.162 -1.412 -1.029
H: 2.747 -2.668 -2.005
H: 1.059 -1.085 -2.359
C: -1.933 2.434 3.415
H: -3.601 1.103 -1.639
C: -1.318 -1.134 1.132
C: 4.467 2.932 -0.999
H: 2.697 -2.838 2.062
C: -0.651 -0.124 1.902
H: -1.311 -2.078 3.730

Here are the Mulliken charges for atoms 1 to 4, given in e:
1 C -0.043
2 C 1.009
3 C -0.888
4 H 0.434

3.
The following is a DFT calculation (ωB97M-V with the def2-TZVPD basis set) of a 2-piece molecular cluster, C3H10NO overall.

Values from the calculation:
2S+1 = 2
electronic energy = -250.2079 Ha

Positions of all 15 atoms, in Å:
H: -1.986 0.152 1.398
H: 1.485 2.554 2.385
C: -0.262 -0.546 -2.166
N: -0.326 -0.342 0.288
H: 1.406 -0.763 -0.729
H: -1.106 -1.178 -2.429
H: -2.589 -0.613 -0.006
H: 0.414 -0.720 -2.993
O: 1.517 1.679 1.970
H: 0.273 0.099 0.961
H: 0.245 -2.048 -0.805
C: 0.347 -0.959 -0.823
C: -1.675 -0.286 0.465
H: 2.451 1.564 1.766
H: -0.525 0.511 -2.121

Here are the natural (NBO) charges for atoms 1 to 4, given in e:
1 H 0.164
2 H 0.478
3 C -0.623
4 N -0.583

Repeat the first record exactly.
The following is a DFT calculation (ωB97M-V with the def2-TZVPD basis set) of C10H40AsF6N20O10 as an isolated structure.

Values from the calculation:
charge = -1
electronic energy = -5088.1739 Ha

Positions of all 87 atoms, in Å:
C: 1.066 -2.737 -3.176
H: -1.673 -1.626 -0.774
C: -6.096 0.948 0.756
N: -2.293 5.281 1.740
C: 1.396 -0.587 4.578
F: 0.964 0.199 1.339
H: 1.760 -1.247 -1.957
H: -7.229 -0.473 -0.195
O: -3.993 -3.377 -1.852
H: 4.985 1.297 -2.464
H: 2.865 1.470 3.724
N: -2.649 -1.749 -1.029
N: -6.543 -0.298 0.516
C: 4.373 -1.467 -0.248
N: -3.597 -3.854 2.112
N: 4.477 0.652 -3.038
N: 1.294 2.777 -5.186
H: 2.898 -0.633 0.797
H: 0.578 4.704 3.464
H: 0.820 0.939 -3.424
H: 1.384 -2.722 -1.193
O: 3.998 -2.624 -0.070
H: -0.609 -0.139 4.286
N: -2.139 -2.161 2.671
F: -1.411 0.549 1.228
H: -1.015 -3.384 -0.789
F: 0.202 2.289 0.368
F: -0.249 -1.132 -0.232
N: 5.490 -1.150 -0.926
H: -2.078 -4.781 -0.995
O: 0.984 -2.153 -4.253
O: -2.806 3.636 0.217
O: -4.330 -1.758 2.206
C: -3.364 -2.533 2.306
F: -1.211 1.028 -1.267
C: 1.118 1.478 -5.463
O: 2.438 -0.991 4.094
H: 6.069 -1.941 -1.155
H: 1.211 3.346 -6.014
H: 0.600 3.479 2.240
C: -2.996 -3.011 -1.224
H: -4.455 -4.012 1.610
H: 0.371 -4.602 -3.809
H: -1.992 2.224 2.250
H: -2.283 3.685 3.252
H: 1.841 1.736 2.352
N: 1.583 -2.235 -2.047
N: 0.874 0.690 -4.397
N: -4.990 0.958 1.516
O: 2.554 3.711 4.727
O: -6.612 1.948 0.227
N: 1.121 -0.434 5.905
H: -1.380 -2.780 2.447
N: -1.923 -3.795 -0.863
H: 4.237 0.451 0.318
N: -2.255 3.180 2.387
H: -1.733 5.497 2.543
N: 4.051 -0.359 -5.000
H: -4.391 0.146 1.513
N: 0.269 -0.371 3.862
H: -2.847 -4.521 2.146
O: 5.536 1.378 -4.908
N: 0.753 -4.052 -3.061
N: 2.324 2.102 3.156
N: 1.053 3.946 3.007
C: 4.779 0.586 -4.369
H: 3.797 0.001 -2.695
C: 2.014 3.290 3.712
H: 0.815 3.012 -4.330
H: 1.696 -0.831 6.624
H: 0.655 -4.464 -2.150
As: -0.105 0.622 0.001
H: -4.653 1.902 1.631
H: -6.048 -1.049 0.973
H: 0.298 -0.441 2.856
O: 1.107 1.025 -6.621
H: 0.378 0.211 6.102
H: -3.204 -0.916 -1.115
H: -2.671 6.029 1.187
H: 3.420 -0.921 -4.458
H: -2.025 -1.204 2.949
H: 5.917 -0.243 -0.931
N: 3.681 -0.379 0.216
H: 4.205 -0.553 -5.973
F: 1.199 0.608 -1.242
H: 0.829 -0.310 -4.569
C: -2.477 3.992 1.348

Here are the Mulliken charges for atoms 1 to 4, given in e:
1 C 0.596
2 H 0.009
3 C 0.470
4 N -0.432